The following is a DFT calculation (the ωB97M-V functional and the def2-TZVPD basis) of a structure of composition C38H28MnN5O7PS2 in a non-equilibrium geometry.

Last column: Mulliken charge in e.
Element x y z (Å)
Mn 0.293 -0.036 1.075  1.4072
N -1.002 -4.434 0.485  -0.4918
C -0.548 -3.152 0.291  -0.1096
S -1.694 -1.923 -0.066  -0.3107
N 0.734 -2.963 0.354  -1.3518
N 1.219 -1.716 0.340  1.8841
C 2.506 -1.581 -0.061  0.2509
C 3.277 -2.676 -0.630  -0.1018
C 4.093 -2.418 -1.743  -0.2775
C 4.828 -3.420 -2.337  -0.8845
C 4.772 -4.718 -1.848  -0.3653
C 3.965 -4.989 -0.753  -0.8003
C 3.231 -3.991 -0.148  -0.1082
C 3.056 -0.271 0.045  0.4509
C 4.445 -0.036 0.107  -0.8151
C 4.911 1.236 0.306  -0.7766
C 3.989 2.279 0.442  -1.0947
C 2.639 1.982 0.406  -0.4264
N 2.168 0.757 0.216  0.9806
H -1.916 -4.618 0.110  0.2421
H -0.308 -5.156 0.365  0.2186
H 4.123 -1.416 -2.146  0.4814
H 5.450 -3.195 -3.193  0.3757
H 5.340 -5.508 -2.321  0.3835
H 3.925 -5.996 -0.359  0.3667
H 2.622 -4.209 0.713  0.5591
H 5.115 -0.881 0.049  0.6373
H 5.973 1.425 0.390  0.4102
H 4.316 3.291 0.613  0.4935
H 1.907 2.766 0.559  0.2656
O 0.643 3.919 1.791  -0.8803
S -0.565 3.131 1.956  1.4321
O -1.297 3.392 3.172  -0.7667
O -0.373 1.685 1.705  -0.3302
C -1.654 3.739 0.648  -0.0894
C -2.160 4.992 0.928  -0.7592
C -3.035 5.610 0.049  -0.7060
C -3.442 4.921 -1.088  -0.7247
C -2.950 3.659 -1.356  -0.7605
C -2.005 3.057 -0.509  0.0072
P -1.231 1.446 -0.914  1.6556
C -2.696 0.632 -1.658  -0.0841
C -2.739 0.093 -2.936  -0.3785
C -3.851 -0.615 -3.357  -0.6467
C -4.925 -0.799 -2.505  -0.5347
C -4.888 -0.273 -1.221  -0.6268
C -3.781 0.438 -0.804  -0.1697
C -0.240 1.855 -2.407  0.0241
C -0.396 2.938 -3.272  -0.3789
C 0.455 3.089 -4.353  -0.5885
C 1.492 2.193 -4.568  -0.7021
C 1.678 1.135 -3.688  -0.3301
C 0.811 0.961 -2.629  -0.3571
H -1.864 5.451 1.860  0.4601
H -3.403 6.607 0.252  0.3732
H -4.157 5.377 -1.761  0.3872
H -3.304 3.117 -2.223  0.5245
H -1.903 0.223 -3.608  0.3768
H -3.880 -1.022 -4.359  0.3712
H -5.788 -1.363 -2.836  0.3434
H -5.719 -0.425 -0.543  0.3979
H -3.734 0.848 0.198  0.3287
H -1.176 3.668 -3.107  0.3470
H 0.315 3.920 -5.035  0.3941
H 2.165 2.329 -5.404  0.3646
H 2.505 0.453 -3.825  0.4243
H 0.933 0.135 -1.934  0.1608
O -1.788 -2.890 7.446  -0.7211
C -2.565 -2.660 6.520  0.4536
O -3.783 -2.831 6.427  -0.7366
C -1.911 -2.045 5.220  0.1681
C -2.716 -1.653 4.160  -1.0283
C -2.136 -1.132 3.018  -0.2968
N -0.822 -0.996 2.879  0.3122
C -0.044 -1.334 3.906  0.7279
C -0.545 -1.864 5.089  -0.9082
C 1.461 -1.034 3.755  -0.0272
O 2.221 -1.433 4.629  -0.8225
O 1.757 -0.363 2.733  -0.5814
H -3.785 -1.763 4.236  0.4784
H -2.748 -0.825 2.179  0.3377
H 0.135 -2.128 5.884  0.5924

The spin multiplicity is 6. As for the total charge: -2. The calculation puts the frontier orbital gap (alpha / beta) at 6.347 / 6.238 eV.

The following is a DFT calculation (the ωB97M-V functional and the def2-TZVPD basis) of a structure of composition C38H28N12Pt in a non-equilibrium geometry.

Last column: Mulliken charge in e.
Element x y z (Å)
Pt 0.103 -0.488 -0.630  1.0522
C -0.577 -5.429 3.642  -0.6445
C -1.879 -5.470 3.153  -0.6115
C -2.289 -4.632 2.127  -0.4160
C -1.364 -3.734 1.623  0.3515
C -1.428 -2.765 0.544  0.0376
N -2.385 -2.701 -0.339  -0.5739
C -2.396 -1.865 -1.366  -0.1749
C -3.171 -2.064 -2.561  0.2581
C -3.942 -3.127 -3.011  -0.3056
C -4.467 -3.044 -4.287  -0.5974
C -4.209 -1.944 -5.109  -0.5953
C -3.420 -0.893 -4.682  -0.3232
C -2.910 -0.952 -3.393  0.1312
C -1.986 -0.117 -2.672  -0.1057
N -1.514 1.035 -3.123  -0.5815
C -0.415 1.597 -2.699  0.0764
N 0.491 1.032 -1.841  -0.1681
C 1.649 1.756 -1.856  0.0001
N 2.773 1.423 -1.278  -0.5831
C 2.934 0.365 -0.495  -0.0338
N 1.951 -0.411 0.053  -0.3970
C 2.525 -1.393 0.813  -0.0501
N 1.903 -2.330 1.511  -0.5388
C 0.632 -2.622 1.397  0.0202
N -0.237 -2.092 0.486  -0.2915
C -0.054 -3.665 2.142  0.1404
C 0.354 -4.529 3.143  -0.1685
C 3.957 -1.244 0.767  0.2147
C 4.997 -1.962 1.340  -0.1746
C 6.288 -1.538 1.087  -0.6766
C 6.546 -0.439 0.266  -0.6803
C 5.518 0.272 -0.329  -0.1657
C 4.218 -0.130 -0.064  0.2018
C 1.467 2.903 -2.733  0.1751
C 2.310 3.926 -3.129  -0.2389
C 1.807 4.878 -4.004  -0.6165
C 0.499 4.811 -4.473  -0.5981
C -0.345 3.775 -4.106  -0.3825
C 0.153 2.818 -3.239  0.3026
N -1.684 -0.703 -1.474  0.1558
H -0.288 -6.102 4.435  0.4033
H -2.585 -6.165 3.582  0.4097
H -3.291 -4.662 1.727  0.5502
H -4.088 -3.995 -2.387  0.5251
H -5.075 -3.851 -4.667  0.4019
H -4.625 -1.928 -6.105  0.3969
H -3.169 -0.066 -5.327  0.5293
H 1.368 -4.494 3.509  0.5738
H 4.790 -2.813 1.972  0.5598
H 7.117 -2.060 1.541  0.4063
H 7.567 -0.133 0.103  0.4089
H 5.710 1.119 -0.970  0.5635
H 3.324 3.969 -2.762  0.5688
H 2.438 5.698 -4.311  0.4065
H 0.132 5.586 -5.128  0.4079
H -1.359 3.707 -4.469  0.5487
C -1.969 1.049 1.970  -0.7803
N -0.596 1.257 1.494  0.8712
C 0.304 1.039 2.634  -0.6882
N 0.003 1.918 3.755  0.1576
C -1.375 1.686 4.171  -0.6916
N -2.312 1.928 3.080  0.0676
C -2.153 3.311 2.645  -0.7042
N -0.792 3.578 2.197  0.1196
C -0.477 2.668 1.104  -0.7062
C 0.115 3.301 3.305  -0.6703
H -2.078 0.012 2.300  0.2314
H -2.663 1.237 1.147  0.1896
H 1.333 1.221 2.314  0.1090
H 0.214 0.002 2.967  0.0931
H -1.616 2.352 5.005  0.3356
H -1.476 0.649 4.503  0.3475
H -2.396 3.979 3.478  0.3368
H -2.845 3.509 1.822  0.3402
H 0.548 2.860 0.774  0.1265
H -1.162 2.867 0.275  0.1389
H -0.119 3.971 4.138  0.3446
H 1.142 3.488 2.979  0.3469

The spin multiplicity is 3. The calculation puts the frontier orbital gap (alpha / beta) at 4.437 / 5.418 eV.

The following is a DFT calculation (the ωB97M-V functional and the def2-TZVPD basis) of a structure of composition C38H30CeN9O4 in a non-equilibrium geometry.

Last column: Mulliken charge in e.
Element x y z (Å)
Ce 0.366 0.618 0.366  0.9167
C 3.220 0.843 4.264  -0.4894
C 2.633 0.970 2.984  -0.0165
N 1.524 0.338 2.667  0.1358
C 0.985 -0.485 3.591  0.2793
C 1.591 -0.566 4.886  -0.3759
N 2.676 0.094 5.209  -0.5309
C -0.217 -1.315 3.277  0.8432
C -0.846 -2.106 4.258  -1.0542
C -1.928 -2.954 3.836  0.4681
C -2.183 -3.056 2.477  -0.7506
C -1.488 -2.181 1.628  0.4796
N -0.598 -1.319 2.013  -0.0802
C -1.826 -2.149 0.201  0.1026
C -2.689 -3.079 -0.391  -0.3220
N -3.237 -2.976 -1.581  -0.5218
C -2.815 -1.936 -2.294  -0.6118
C -1.831 -1.094 -1.782  -0.0447
N -1.309 -1.162 -0.543  0.0997
C -2.596 -3.916 4.753  0.1537
C -2.508 -5.336 4.636  -0.3842
C -3.279 -6.067 5.480  -0.3777
N -4.035 -5.561 6.447  -0.5621
C -4.086 -4.235 6.546  -0.4596
C -3.456 -3.376 5.678  -0.2921
H 4.167 1.304 4.526  0.4284
H 3.075 1.656 2.247  0.3359
H 1.160 -1.202 5.662  0.4093
H -0.495 -2.073 5.247  0.5299
H -2.968 -3.706 2.099  0.3561
H -3.059 -3.919 0.198  0.3887
H -3.259 -1.734 -3.290  0.4010
H -1.379 -0.276 -2.352  0.4959
H -1.849 -5.763 3.842  0.4123
H -3.224 -7.143 5.389  0.3738
H -4.712 -3.862 7.304  0.4236
H -3.608 -2.290 5.745  0.4198
O -0.382 2.447 1.582  -0.1292
N -1.182 3.360 1.201  -0.8428
N -1.632 3.089 0.025  1.2274
O -1.334 1.902 -0.495  -0.6172
C -2.520 3.970 -0.731  0.2580
C -2.589 5.324 -0.505  -0.2895
C -3.393 6.085 -1.323  -0.6263
C -3.981 5.463 -2.362  -0.3808
C -3.972 4.106 -2.540  -0.5971
C -3.348 3.314 -1.643  -0.3539
H -2.055 5.781 0.312  0.4614
H -3.496 7.123 -1.092  0.4278
H -4.622 6.004 -3.019  0.4023
H -4.531 3.609 -3.404  0.2868
H -3.288 2.258 -1.708  0.5352
C 2.399 -3.538 -5.173  -0.9010
O 2.794 -2.353 -4.451  -0.5123
C 2.039 -1.223 -4.338  0.8944
C 0.790 -1.114 -4.940  -0.4626
C 0.134 0.136 -4.976  -0.9092
C 0.729 1.264 -4.441  -1.0125
C 1.913 1.159 -3.766  0.0415
C 2.601 -0.071 -3.691  -0.2542
N 3.931 -0.212 -3.206  0.1422
C 4.628 0.539 -2.424  -0.5035
C 4.275 1.663 -1.631  0.8935
C 5.304 2.617 -1.503  -0.7351
C 5.109 3.715 -0.716  -0.9526
C 3.945 3.872 0.025  -0.7267
C 2.904 2.988 -0.106  -1.1370
C 3.086 1.838 -0.926  1.1381
O 2.165 0.876 -0.953  -0.5710
H 2.127 -3.169 -6.129  0.4306
H 1.696 -4.026 -4.539  0.3408
H 3.346 -4.085 -5.272  0.2567
H 0.370 -1.949 -5.481  0.5084
H -0.752 0.153 -5.546  0.5874
H 0.407 2.272 -4.604  0.4942
H 2.378 2.055 -3.369  0.5342
H 4.463 -1.014 -3.532  0.3196
H 5.677 0.315 -2.432  0.5211
H 6.234 2.367 -1.955  0.4864
H 5.945 4.423 -0.603  0.3566
H 3.800 4.587 0.764  0.5682
H 1.972 3.100 0.396  0.8218

The spin multiplicity is 2. The energy relative to the best compared isomer or geometry (same formula, charge and spin) comes out at 7.5 kcal per mole. As for the total charge: +2. The calculation puts the frontier orbital gap (alpha / beta) at 7.408 / 7.408 eV.

The following is a DFT calculation (the ωB97M-V functional and the def2-TZVPD basis) of a structure of composition C38H30F6N6O4Y.

Last column: Mulliken charge in e.
Element x y z (Å)
Y -0.596 0.541 -0.125  1.1142
O -0.068 0.635 2.042  -0.0699
C 0.886 0.936 2.844  0.0370
C 0.910 0.401 4.160  -0.9752
C 1.892 0.740 5.056  -0.4947
C 2.916 1.635 4.711  -0.8874
C 2.925 2.154 3.440  -0.6116
C 1.943 1.820 2.493  0.9472
C 2.073 2.403 1.184  -0.6110
N 1.348 2.208 0.143  0.3942
C 1.702 3.052 -1.002  -0.8923
C 1.096 2.500 -2.285  -1.1870
N -0.291 2.200 -1.989  0.5730
C -1.192 2.861 -2.602  -0.8360
C -2.596 2.900 -2.256  0.8112
C -3.484 3.443 -3.192  -0.4528
C -4.822 3.609 -2.918  -0.8692
C -5.280 3.266 -1.641  -0.5031
C -4.427 2.761 -0.691  -0.8306
C -3.054 2.523 -0.964  0.7959
O -2.284 2.025 -0.051  -0.5940
H 0.117 -0.288 4.424  0.4276
H 1.876 0.307 6.050  0.4086
H 3.689 1.893 5.423  0.3895
H 3.723 2.823 3.133  0.2882
H 2.909 3.110 1.105  0.1505
H 2.789 3.153 -1.100  0.5823
H 1.284 4.052 -0.840  0.4823
H 1.615 1.591 -2.591  0.0679
H 1.196 3.235 -3.094  0.5933
H -0.896 3.511 -3.436  0.1625
H -3.092 3.727 -4.164  0.3317
H -5.497 4.009 -3.662  0.3788
H -6.326 3.409 -1.391  0.3784
H -4.789 2.522 0.302  0.4306
C 6.130 1.020 1.033  -0.6196
C 5.343 1.259 -0.084  -0.7768
C 4.138 0.592 -0.260  -0.1150
C 3.674 -0.334 0.683  -0.9866
C 4.486 -0.566 1.808  0.1596
C 5.687 0.097 1.976  -0.8194
N 2.427 -0.922 0.545  0.7231
C 2.313 -2.246 0.526  0.5914
C 3.426 -3.143 0.343  -0.7481
C 3.271 -4.494 0.252  -0.6617
C 1.996 -5.095 0.328  -0.9727
C 0.910 -4.286 0.511  -0.5260
C 1.031 -2.885 0.612  0.1052
N -0.103 -2.103 0.811  1.7704
N -1.055 -2.727 1.351  -1.2869
C -2.247 -2.016 1.567  -0.4995
C -3.251 -2.751 2.199  -0.4442
C -4.456 -2.139 2.477  -0.5430
C -4.621 -0.807 2.125  -0.5605
C -3.570 -0.156 1.500  -0.7661
N -2.409 -0.743 1.214  1.1372
H 7.068 1.543 1.169  0.3710
H 5.671 1.969 -0.835  0.3955
H 3.542 0.785 -1.145  0.4026
H 4.129 -1.253 2.565  0.4842
H 6.277 -0.092 2.866  0.3608
H 4.411 -2.710 0.248  0.3917
H 4.145 -5.115 0.086  0.3747
H 1.880 -6.164 0.205  0.3644
H -0.088 -4.701 0.544  0.4412
H -3.049 -3.781 2.453  0.5125
H -5.252 -2.689 2.963  0.3923
H -5.541 -0.276 2.324  0.4552
H -3.639 0.881 1.204  0.2790
O 2.112 -1.072 -2.298  -0.3208
C 1.412 -0.596 -1.557  0.2287
C -3.193 -2.383 -1.707  -1.8289
C -2.255 -1.434 -2.466  0.7405
O -1.611 -0.565 -1.658  0.6110
C -3.102 -0.627 -3.481  0.5797
F -2.376 0.260 -4.176  -0.2369
F -3.733 -1.409 -4.388  -0.3180
F -4.058 0.059 -2.837  -0.2741
C -1.215 -2.296 -3.223  0.1394
F -0.398 -1.566 -3.999  -0.2623
F -1.775 -3.233 -4.019  -0.3256
F -0.442 -2.951 -2.343  -0.1707
H -3.886 -1.782 -1.121  0.3493
H -2.597 -2.991 -1.029  0.3165
H -3.751 -3.035 -2.379  0.4562

The energy relative to the best compared isomer or geometry (same formula, charge and spin) comes out at 3.9 kcal per mole. As for the total charge: -1. The calculation puts the frontier orbital gap at 5.991 eV.

The following is a DFT calculation (the ωB97M-V functional and the def2-TZVPD basis) of a structure of composition C38H31BiCl2N5O7S.

Last column: Mulliken charge in e.
Element x y z (Å)
Bi 0.239 -0.040 -0.779  3.6809
O -0.927 -5.098 4.691  -0.4945
C -2.010 -4.387 4.133  -0.6368
C -1.492 -3.379 3.147  0.2559
C -2.361 -2.490 2.528  -1.1196
C -1.852 -1.582 1.623  -0.7428
N -0.555 -1.514 1.312  0.1819
C 0.292 -2.363 1.903  0.3026
C -0.147 -3.305 2.827  -0.7572
C 1.740 -2.225 1.567  0.2085
C 2.692 -3.092 2.090  -0.6381
C 4.032 -2.891 1.805  0.2945
C 5.097 -3.821 2.334  -0.8888
O 4.624 -4.726 3.306  -0.5248
C 4.375 -1.815 0.997  -1.1591
C 3.372 -1.009 0.495  -0.8673
N 2.080 -1.206 0.769  0.1639
H -1.265 -5.783 5.275  0.3176
H -2.582 -3.859 4.905  0.3292
H -2.702 -5.057 3.611  0.3438
H -3.422 -2.497 2.744  0.5023
H -2.494 -0.869 1.125  0.6080
H 0.536 -3.982 3.313  0.7393
H 2.419 -3.930 2.711  0.7705
H 5.941 -3.231 2.705  0.4210
H 5.472 -4.420 1.501  0.2984
H 4.670 -4.318 4.175  0.3053
H 5.407 -1.600 0.751  0.4865
H 3.591 -0.172 -0.153  0.5656
C -6.315 2.168 1.177  -0.7641
O -6.485 1.667 -0.140  -0.4523
C -5.402 1.200 -0.785  0.9803
C -5.642 0.730 -2.095  -1.1263
C -4.597 0.243 -2.816  -1.3341
C -3.268 0.187 -2.317  0.1675
C -2.234 -0.353 -3.162  0.6931
C -2.576 -0.850 -4.547  -2.1305
O -1.030 -0.443 -2.841  -0.1398
C -3.036 0.661 -0.985  0.2778
O -1.886 0.656 -0.386  -0.5864
C -4.134 1.164 -0.248  0.1108
H -7.297 2.500 1.500  0.2510
H -5.621 3.011 1.189  0.3130
H -5.954 1.387 1.850  0.3139
H -6.646 0.767 -2.490  0.4522
H -4.795 -0.116 -3.815  0.4689
H -3.041 -0.070 -5.151  0.4373
H -3.275 -1.685 -4.496  0.4976
H -1.659 -1.182 -5.026  0.2901
H -3.919 1.522 0.749  0.3923
Cl 3.886 1.418 -7.137  -0.2180
C 3.398 1.218 -5.485  0.0925
C 3.503 2.299 -4.606  -0.6454
C 3.119 2.155 -3.297  0.6315
Cl 3.278 3.500 -2.213  -0.1798
C 2.593 0.941 -2.773  -0.7657
O 2.247 0.863 -1.531  -0.4301
C 2.511 -0.135 -3.699  1.6663
C 2.051 -1.460 -3.317  -0.5483
O 1.506 -1.785 -2.272  -0.5704
C 2.925 0.017 -5.032  -1.1439
H 3.891 3.246 -4.955  0.4655
H 2.228 -2.241 -4.076  0.2866
H 2.864 -0.831 -5.704  0.4171
N 0.666 4.017 1.146  0.0264
C 1.002 3.386 2.331  0.4718
C 1.353 3.884 3.580  -1.3969
C 1.620 2.951 4.561  -0.4897
C 1.532 1.574 4.304  -0.9356
C 1.185 1.088 3.061  -0.2667
C 0.922 2.018 2.057  -0.1969
N 0.554 1.851 0.726  0.8850
C 0.406 3.058 0.230  0.0776
C 0.016 3.319 -1.148  -0.6915
C -0.201 4.517 -1.752  -0.4708
S -0.562 4.271 -3.400  -0.1799
C -0.423 2.587 -3.177  -0.6173
N -0.127 2.230 -1.966  0.9415
H 0.643 5.008 0.982  0.2393
H 1.414 4.946 3.776  0.4425
H 1.898 3.287 5.550  0.4003
H 1.741 0.878 5.105  0.4765
H 1.114 0.028 2.874  0.3492
H -0.147 5.509 -1.334  0.4534
H -0.567 1.881 -3.982  0.3652

The energy relative to the best compared isomer or geometry (same formula, charge and spin) comes out at 0.0 kcal per mole. As for the total charge: +1. The calculation puts the frontier orbital gap at 7.574 eV.

| no. | DFT total energy (hartree) |
| --- | --- |
| 1 | -4554.28555 |
| 2 | -2241.38126 |
| 3 | -2734.44780 |
| 4 | -2733.40036 |
| 5 | -3800.23026 |